one:
Density functional theory data (wB97M-V/def2-TZVPD) for 2 unconnected molecules or ions with the total composition C6H12O4.

Calculated values
**E_HOMO**: -10.26 eV
**Orbital gap**: 11.06 eV
**SMILES string**: CCO[C@H]1CCC(=O)O1.O

The geometry in ORCA input format:
```
! RIJCOSX wB97M-V def2-TZVPD def2/J DEFGRID3
* xyz 0 1
C -0.17 2.65 1.17
C 0.69 1.42 1.02
O -0.16 0.29 0.82
C 0.47 -0.88 0.45
C -0.36 -2.07 0.95
C -1.25 -2.40 -0.25
C -0.49 -1.85 -1.44
O 0.57 -1.15 -1.01
O 0.90 2.02 -2.53
H -0.70 2.89 0.24
H -0.91 2.51 1.97
H 0.47 3.51 1.44
H 1.36 1.50 0.15
H 1.29 1.26 1.93
H 1.51 -0.88 0.81
H 0.30 -2.90 1.20
H -0.93 -1.80 1.85
H -1.43 -3.47 -0.40
H -2.22 -1.89 -0.19
O -0.90 -1.68 -2.57
H 1.74 1.58 -2.74
H 0.22 1.37 -2.88
*
```

Löwdin atomic charge list, values in e, 5 entries:
1. C -0.0696
2. C -0.2555
3. O -0.0714
4. C -0.3088
5. C -0.0920

two:
Density functional theory data (wB97M-V/def2-TZVPD) for a single C6H12O4 molecule.

Calculated values
**E_HOMO**: -9.95 eV
**Orbital gap**: 10.40 eV
**SMILES string**: C[C@](O)(CO)CCC(=O)O

The geometry in ORCA input format:
```
! RIJCOSX wB97M-V def2-TZVPD def2/J DEFGRID3
* xyz 0 1
C -1.08 -0.92 -1.97
C -0.32 -0.47 -0.73
O 1.06 -0.86 -0.83
C -0.35 1.07 -0.60
C 0.73 1.67 0.31
C 0.70 1.20 1.75
O 0.22 1.87 2.64
O -0.35 -0.72 1.73
C -0.94 -1.11 0.51
H -2.11 -0.55 -1.95
H -0.59 -0.54 -2.87
H -1.12 -2.02 -2.03
H 1.11 -1.82 -0.94
H -0.22 1.51 -1.60
H -1.33 1.37 -0.22
H 1.73 1.41 -0.09
H 0.64 2.76 0.31
H -1.99 -0.80 0.57
H -0.91 -2.21 0.41
O 1.90 0.21 2.23
H 0.77 -1.06 1.97
H 2.42 0.01 1.42
*
```

Löwdin atomic charge list, values in e, 5 entries:
1. C -0.0275
2. C -0.5565
3. O -0.0154
4. C -0.1011
5. C -0.0955

three:
Density functional theory data (wB97M-V/def2-TZVPD) for 2 unconnected molecules or ions with the total composition C6H12O4.

Calculated values
**E_HOMO**: -9.45 eV
**Orbital gap**: 10.16 eV
**SMILES string**: C[C@@H]1CC1(O)O.CC(=O)O

The geometry in ORCA input format:
```
! RIJCOSX wB97M-V def2-TZVPD def2/J DEFGRID3
* xyz 0 1
C 0.92 0.03 -0.03
C 1.86 -1.06 -0.45
C 1.54 -0.84 1.02
C 1.36 -2.30 -1.15
O -0.46 -0.17 -0.24
O 1.34 1.33 -0.20
H -0.95 0.55 -0.91
H 0.96 1.85 0.53
H 2.83 -0.70 -0.77
H 2.29 -0.38 1.66
H 0.90 -1.56 1.51
H 0.35 -2.54 -0.83
H 1.36 -2.15 -2.23
H 2.01 -3.14 -0.93
C -2.10 1.85 -0.58
C -1.56 1.05 0.86
O -2.52 0.19 1.24
O -0.82 1.63 1.62
H -2.45 0.06 2.20
H -2.76 1.27 -1.22
H -2.76 2.56 -0.08
H -1.32 2.47 -1.02
*
```

Löwdin atomic charge list, values in e, 5 entries:
1. C -0.5600
2. C -0.2273
3. C 0.0035
4. C -0.0575
5. O -0.0198

Which structure wins on stability? one wins.

one:
Density functional theory data (wB97M-V/def2-TZVPD) for a single C4H7N3O3 molecule.

Calculated values
**E_HOMO**: -9.32 eV
**Orbital gap**: 10.22 eV
**SMILES string**: C[C@H](O)On1cn[nH]c1=O

The geometry in ORCA input format:
```
! RIJCOSX wB97M-V def2-TZVPD def2/J DEFGRID3
* xyz 0 1
C 1.19 -0.76 1.81
C 0.37 1.20 1.21
C -0.71 -0.50 -2.55
C -0.75 -0.71 -1.02
N 1.38 -0.05 2.88
N 0.87 1.17 2.51
N 0.69 -0.04 0.73
O -0.32 2.03 0.70
O -1.63 0.01 -0.40
O 0.54 -0.38 -0.64
H 1.58 -1.73 1.63
H -1.57 -0.99 -3.03
H -0.72 0.59 -2.72
H 0.20 -0.99 -3.04
H -0.76 -1.77 -0.89
H 1.00 1.94 3.17
H -1.36 0.96 -0.35
*
```

Löwdin atomic charge list, values in e, 5 entries:
1. C -0.1067
2. C -0.4851
3. C 0.0001
4. C -0.5706
5. N 0.0679

two:
Density functional theory data (wB97M-V/def2-TZVPD) for a single C4H7N3O3 molecule.

Calculated values
**E_HOMO**: -9.09 eV
**Orbital gap**: 9.95 eV
**SMILES string**: C[C@H](O)On1cn[nH]c1=O

The geometry in ORCA input format:
```
! RIJCOSX wB97M-V def2-TZVPD def2/J DEFGRID3
* xyz 0 1
C 1.80 -2.01 0.74
C 2.29 -0.62 -0.98
C -1.96 0.57 -0.03
C -0.44 0.48 0.28
N 3.05 -2.11 0.47
N 3.41 -1.18 -0.41
N 1.26 -1.17 -0.20
O 2.27 0.18 -1.86
O 0.34 1.52 -0.12
O -0.08 -0.80 -0.23
H 1.26 -2.61 1.41
H -1.88 0.57 -1.19
H -2.47 -0.28 0.54
H -2.41 1.42 0.54
H -0.41 0.30 1.42
H 4.23 -1.57 -0.87
H 0.69 1.58 -1.04
*
```

Löwdin atomic charge list, values in e, 5 entries:
1. C -0.0972
2. C -0.4747
3. C -0.0218
4. C -0.5026
5. N 0.0214

Which structure wins on stability? one wins.